{
  "formula": "C99H209N11O11",
  "method": "wB97M-V/def2-TZVPD",
  "e_tot_ev": -144952.583,
  "lumo_energy_ev": 0.47,
  "gap_ev": 8.6736,
  "charge": 0,
  "smiles": "CC1(C)CCCC(C)(C)N1O.CC1(C)CCCC(C)(C)N1O.CC1(C)CCCC(C)(C)N1O.CC1(C)CCCC(C)(C)N1O.CC1(C)CCCC(C)(C)N1O.CC1(C)CCCC(C)(C)N1O.CC1(C)CCCC(C)(C)N1O.CC1(C)CCCC(C)(C)N1O.CC1(C)CCCC(C)(C)N1O.CC1(C)CCCC(C)(C)N1O.CC1(C)CCCC(C)(C)N1O",
  "relative_energy_ev": 0.2120,
  "homo_ev": -8.2,
  "symbols": ["O", "O", "O", "O", "O", "O", "O", "O", "O", "O", "O", "N", "N", "N", "N", "N", "N", "N", "N", "N", "N", "N", "C", "C", "C", "C", "C", "C", "C", "C", "C", "C", "C", "C", "C", "C", "C", "C", "C", "C", "C", "C", "C", "C", "C", "C", "C", "C", "C", "C", "C", "C", "C", "C", "C", "C", "C", "C", "C", "C", "C", "C", "C", "C", "C", "C", "C", "C", "C", "C", "C", "C", "C", "C", "C", "C", "C", "C", "C", "C", "C", "C", "C", "C", "C", "C", "C", "C", "C", "C", "C", "C", "C", "C", "C", "C", "C", "C", "C", "C", "C", "C", "C", "C", "C", "C", "C", "C", "C", "C", "C", "C", "C", "C", "C", "C", "C", "C", "C", "C", "C", "H", "H", "H", "H", "H", "H", "H", "H", "H", "H", "H", "H", "H", "H", "H", "H", "H", "H", "H", "H", "H", "H", "H", "H", "H", "H", "H", "H", "H", "H", "H", "H", "H", "H", "H", "H", "H", "H", "H", "H", "H", "H", "H", "H", "H", "H", "H", "H", "H", "H", "H", "H", "H", "H", "H", "H", "H", "H", "H", "H", "H", "H", "H", "H", "H", "H", "H", "H", "H", "H", "H", "H", "H", "H", "H", "H", "H", "H", "H", "H", "H", "H", "H", "H", "H", "H", "H", "H", "H", "H", "H", "H", "H", "H", "H", "H", "H", "H", "H", "H", "H", "H", "H", "H", "H", "H", "H", "H", "H", "H", "H", "H", "H", "H", "H", "H", "H", "H", "H", "H", "H", "H", "H", "H", "H", "H", "H", "H", "H", "H", "H", "H", "H", "H", "H", "H", "H", "H", "H", "H", "H", "H", "H", "H", "H", "H", "H", "H", "H", "H", "H", "H", "H", "H", "H", "H", "H", "H", "H", "H", "H", "H", "H", "H", "H", "H", "H", "H", "H", "H", "H", "H", "H", "H", "H", "H", "H", "H", "H", "H", "H", "H", "H", "H", "H", "H", "H", "H", "H", "H", "H", "H", "H", "H", "H", "H", "H", "H", "H", "H", "H", "H", "H", "H", "H", "H", "H", "H", "H"],
  "xyz": [[1.4891, 0.5368, 1.7041], [5.3657, 1.8808, 1.0677], [-1.8194, 0.1128, 6.3785], [-3.0456, 5.1049, 0.4984], [2.2718, -8.5919, -1.0107], [0.8115, -6.3130, 6.3466], [-5.3989, -3.7299, -6.8616], [-6.3824, -0.6546, 2.2446], [6.6338, 4.6829, 0.2253], [-1.5449, 5.8554, -6.0500], [2.2971, 0.9554, -5.5281], [-5.8734, -2.0460, 2.6199], [1.3170, -7.4839, -1.1568], [1.0336, -0.0323, 0.4898], [1.4430, -5.0672, 6.3076], [-4.4839, 4.7969, 0.4098], [2.5530, -0.4551, -5.5372], [6.5706, 3.8288, -0.8977], [-0.3577, 5.1125, -5.7302], [6.1307, 1.7958, 2.2639], [-5.1625, -2.5414, -6.1441], [-1.8209, 1.3411, 7.0879], [0.9414, -2.7099, 6.5457], [1.3860, -2.6015, -5.5795], [-2.7902, -3.0428, -6.0421], [-1.5214, 2.9530, -5.6325], [-2.0621, 2.4544, 9.2467], [-1.1022, -0.9178, -1.0445], [5.0228, -0.5418, 2.3291], [0.3091, -5.4312, -2.8713], [3.3997, -5.8951, 5.1245], [3.1951, -0.3367, -3.0236], [7.1998, -0.2256, 1.1752], [8.7269, 2.9088, -0.3182], [1.2300, -1.1354, -5.6129], [-6.6647, -2.9584, 0.4949], [-7.0685, 3.8819, 1.4906], [0.4926, 3.4142, -4.2452], [-4.2595, -3.2736, 3.9067], [1.9782, 5.2339, -5.0148], [-2.7840, 3.6130, 8.5145], [-4.7807, 0.2583, -5.6243], [-0.4577, -6.6891, -2.6843], [-4.1010, 2.6387, 1.6195], [-3.5889, 0.5007, 8.8003], [1.0801, -8.4354, -3.6529], [0.1574, -0.8839, -4.5265], [0.4378, 7.0343, -4.3495], [3.6017, -2.2877, -4.5815], [-6.2243, 3.0435, 0.4566], [3.5423, -0.7868, -4.4841], [-5.2025, 5.6796, 1.3770], [0.7338, 6.0266, -5.4250], [-6.9438, -1.1705, -7.3481], [-6.0784, -0.4271, -5.1373], [-4.8496, -4.0416, 1.6093], [-4.8425, -1.9168, 3.6930], [-0.4764, 0.4531, -1.3190], [4.1866, 4.1777, -1.0303], [-4.8597, 5.6139, 2.8579], [1.8364, -2.2259, 0.9940], [7.9776, 3.5435, -1.4848], [-0.9687, -4.1361, 5.7638], [-3.5831, -1.6146, -7.9329], [-0.1789, -4.2614, 8.0355], [-5.1324, 7.1197, 0.9639], [-6.7251, 5.3363, 1.2786], [-3.8203, -1.9789, -6.4382], [-0.4753, -8.9277, -1.7789], [0.6411, -0.7978, -7.0056], [5.5275, 5.7126, -2.4150], [7.0019, 0.0802, 3.6788], [-7.4390, -2.4982, -5.2081], [0.2380, 1.0321, -0.1671], [1.1967, 2.1335, -0.7115], [5.3608, 3.2899, -2.9293], [-2.5392, 2.3691, 6.2888], [0.4493, -7.9217, -2.3309], [6.3106, 0.3061, 2.3622], [-3.9894, 2.1406, 6.0255], [-3.7371, -0.8861, 3.4451], [-0.1073, -1.8858, -0.4970], [-0.3621, -1.5519, 1.9728], [4.7956, -0.0841, -4.8304], [1.6395, 4.2893, -3.8443], [-3.6734, -0.8018, -5.5572], [6.1751, 0.6517, 4.7962], [7.6842, 2.5710, -2.5807], [-0.7786, 4.0156, -4.7596], [2.6512, -3.5601, 4.9819], [-1.1715, 0.2603, 9.1178], [6.6633, 2.9314, -3.6318], [-1.7972, 2.5262, 4.9856], [5.9615, 2.1485, 4.6455], [2.3393, -3.0689, -4.4288], [5.4911, 4.2656, -1.8125], [1.2211, -5.1190, -1.6908], [2.8103, -5.9575, -0.0268], [-4.1518, 2.7743, -0.9068], [3.2658, -6.1699, -2.3924], [-4.3572, -1.9536, 0.4010], [-0.7766, 1.7690, 0.7612], [-2.2274, 1.1394, 8.5526], [5.4056, 2.5146, 3.3116], [1.6932, -2.4592, 5.2638], [-5.5673, -1.5982, 4.9490], [2.1414, -4.9536, 5.0622], [0.5896, -1.4062, 0.7430], [-3.7480, -4.0168, 2.6969], [-2.3396, 3.6696, 7.0472], [1.3127, -5.3377, 3.8428], [-5.3643, -2.6844, 1.2796], [3.8295, 2.3286, 3.3597], [-1.7691, 4.5021, -3.6573], [1.1705, 6.7483, -6.6748], [-4.7185, 3.3018, 0.4190], [2.1811, -6.2323, -1.3161], [-6.3732, -1.6508, -5.9968], [8.7004, 4.7887, -2.0115], [0.3172, -4.0654, 6.6310], [5.6065, 4.0346, 3.1924], [-1.2364, -6.5271, -1.9365], [-3.6396, -1.0815, -4.5008], [4.3505, -0.1641, 1.5673], [-7.7870, -0.5574, -7.0414], [6.9625, 0.3026, 0.2577], [0.9269, -5.5237, -3.7544], [3.7896, -5.2487, -2.1753], [-3.0443, -0.9141, 4.2780], [-0.4876, -2.6249, 2.1161], [1.8950, 2.4228, 0.0738], [-0.4567, 1.9432, 1.7865], [2.3988, -1.7324, 1.7456], [2.2701, 4.6574, -5.8987], [4.2492, -2.7397, -3.8210], [-3.3768, -2.1852, 0.7958], [-0.7937, -3.3893, 8.3406], [2.4740, 3.6664, -3.4619], [4.0541, 4.9935, -0.3211], [3.2872, -4.9931, -0.1674], [-6.9536, -2.9633, -4.3507], [5.9381, 2.4072, 0.4853], [-4.2023, 1.0824, 5.8634], [3.3461, 4.1810, -1.7358], [-6.8875, 0.2840, -5.0985], [6.4952, 2.1594, -4.3896], [0.4477, 7.4916, -7.0462], [-7.8890, -3.2428, -5.7960], [-1.8209, 5.5297, -6.9154], [-5.4821, 7.2472, -0.0658], [-6.4326, -3.6727, -0.2879], [-0.2225, -1.4448, -7.1706], [-4.3009, 2.6753, 5.1186], [0.3907, -3.0520, -5.5863], [6.6504, 4.3809, 3.1763], [-0.7432, 2.8303, 5.0781], [8.1675, 1.9790, -0.1441], [5.1223, 4.4918, 2.3439], [-2.8868, 4.5246, 6.5826], [-4.5435, 2.4793, 6.8992], [5.6197, -0.4146, -4.2006], [-1.8575, 2.1177, -5.0524], [-3.4225, -3.1759, 4.6022], [-4.2378, 1.6920, -0.8936], [0.6580, -4.2709, 8.7088], [8.2523, -0.0133, 1.3983], [-4.4342, -4.5525, 0.7515], [-0.4208, 7.6962, -4.5918], [5.0642, 4.4537, 4.0369], [-5.9082, -0.5468, 5.0212], [-1.0747, -0.6346, 8.5539], [-1.2675, 1.1343, -1.7208], [6.9795, 2.5911, 4.7701], [0.6503, -2.0248, -1.3260], [1.3556, -0.9930, -7.7761], [-3.7582, 5.5864, 3.0429], [5.2430, 0.1062, 4.9787], [0.5812, -4.5619, 3.6710], [-4.5041, 1.0390, -4.9129], [5.0427, 2.2975, -2.5601], [1.5701, -3.2763, 1.2295], [-1.7277, 1.5494, 4.4446], [-7.2791, -0.6291, 2.5674], [-4.7827, 0.6384, -6.6333], [-4.9589, -3.9375, 4.4069], [-8.2559, -1.8028, -4.9451], [9.7023, 4.5859, -2.3604], [1.3204, 4.9308, -3.0178], [3.1459, -3.4790, 3.9943], [5.1876, -1.5878, 2.0860], [-3.6851, 0.4230, 9.8856], [-2.8602, -3.4860, 2.3437], [2.4701, 0.5458, 1.7796], [9.7775, 2.7715, -0.6341], [0.2693, 2.6882, -3.4856], [5.8573, 6.4276, -1.6409], [-2.3488, 2.4451, 10.3103], [-7.0782, 5.5808, 0.2622], [8.2331, 5.3795, -2.7910], [-2.3429, 3.6830, -3.1561], [3.0340, 0.7477, -2.9858], [-2.2531, 3.3372, 4.3922], [-1.2788, 4.0123, 7.0410], [5.1662, -0.3862, -5.8228], [-0.9855, -8.5354, -0.8773], [2.1147, 7.2693, -6.3864], [0.1201, 0.1669, -4.2230], [0.5378, -4.8740, -0.8807], [6.9904, 3.7956, -4.1968], [0.2941, -1.4788, -3.6240], [-7.2258, 6.0165, 1.9644], [-2.3312, 3.4941, -6.1347], [7.1994, 5.4330, -0.0521], [-1.4163, -1.3161, -2.0125], [-2.7782, -3.8335, -6.7921], [-3.6571, -2.5520, -8.4825], [0.2725, -1.8564, 6.7647], [-4.8233, -1.6733, 5.7530], [4.0983, -5.7131, 4.2970], [-1.9981, -0.7750, -0.4169], [6.6343, 0.5057, 5.8066], [3.0921, -6.9600, 5.1024], [4.7969, 0.9898, -4.8094], [-6.9550, -2.0578, 0.0186], [4.0917, -0.5311, -2.4553], [-3.1334, 3.1092, -1.0528], [-7.3126, -1.9973, -8.0305], [-1.6263, -3.3017, 5.9390], [1.8111, 1.6978, -1.5255], [4.4684, -0.6137, 3.2764], [-8.1299, 3.6594, 1.3464], [-3.6301, -0.4724, 8.3577], [-1.7575, -2.5883, -6.0837], [-2.8523, 5.4606, -0.3596], [-0.8096, -1.1995, -4.9364], [0.6348, 2.9770, -1.1163], [8.5953, 2.2944, -3.1392], [3.4658, 3.1270, 4.0246], [-4.1825, 0.0730, 3.4270], [3.4965, -3.4914, 5.7265], [2.3017, -8.8153, -0.0578], [-0.7615, -5.1849, 8.2557], [-0.1710, 0.7516, 9.1087], [4.6076, 3.5308, -3.6655], [1.8642, -2.9431, -6.5075], [1.2303, -6.7753, 7.0699], [7.9943, 0.5020, 3.7295], [-1.3615, -1.1721, 1.7782], [-4.1418, 7.5748, 1.0342], [4.5151, 5.9201, -2.7260], [-4.4264, 1.0395, 8.3795], [0.2692, 0.1761, -7.2338], [8.8628, 5.5619, -1.2677], [1.3605, 6.0345, -7.4979], [-5.8666, -0.6641, -4.1024], [-4.7615, 3.1181, -1.7486], [1.6438, -2.6034, 7.3857], [1.8804, -5.2617, 2.9005], [7.0882, -1.3281, 1.1400], [-5.7630, -4.5465, 1.9053], [-1.0180, 2.6964, 9.3326], [-3.8608, 1.6213, 1.3976], [2.9786, -6.0939, -3.4218], [2.0172, -5.8192, 0.7284], [-5.7663, -3.4536, -7.7210], [7.1064, -1.0223, 3.8410], [4.2181, 3.2366, -0.4881], [-1.1327, 4.8429, -2.8402], [-0.5180, -2.9156, -0.3068], [-1.2112, -9.1912, -2.5379], [1.3619, 7.6529, -4.2203], [-0.2391, -4.4899, -3.0767], [2.3280, -0.9230, -2.6334], [5.3542, 2.5630, 5.4620], [-1.4492, -5.1171, 5.9942], [-4.2114, -0.8405, -8.3326], [0.3136, -8.7577, -4.3334], [-1.0074, -6.8723, -3.6127], [-4.4705, -2.2788, -0.6146], [3.9939, -2.5745, -5.6133], [3.5192, 1.3572, 3.7151], [-6.4146, -2.2480, 5.1651], [0.9582, -2.4064, 4.4578], [0.7861, -6.2867, 4.0160], [-6.1931, -0.5753, -7.8463], [-2.4747, 4.5216, 9.0714], [1.7422, -7.7169, -4.1768], [-5.1770, 6.5838, 3.2952], [-1.4995, -0.0247, 10.1347], [1.9593, -2.8483, -3.4455], [-6.4394, 1.9921, 0.5142], [-4.8176, 2.5730, 2.4292], [-5.6881, 7.7208, 1.7074], [-6.6625, 3.2609, -0.5349], [3.9735, -6.9928, -2.2259], [0.2623, 0.3484, -2.1581], [-3.4111, -5.0211, 2.9739], [-4.4624, -0.8925, 0.5122], [-2.5183, 5.1719, -4.0248], [3.5365, -6.7332, 0.2224], [3.9409, -5.6778, 6.0678], [0.0250, -1.0378, 2.8628], [-3.1786, 3.1709, 1.8802], [2.7329, 5.9747, -4.7934], [8.6846, 3.5433, 0.5687], [-7.4310, -3.2831, 1.2223], [-0.7400, -4.1747, 4.6879], [1.7693, -4.2024, -1.7389], [-2.7216, -0.3194, -5.7401], [2.5568, -4.1422, -4.4547], [-1.0539, 2.7784, 0.3856], [2.8586, 1.3773, -6.1788], [2.1839, -1.5117, 5.1728], [2.5279, -2.3197, 0.1246], [-3.8763, 3.6041, 8.5951], [-0.8388, 2.6601, -6.4134], [7.3325, 1.6124, -2.1929], [0.1133, -9.8111, -1.5147], [6.2403, 5.7949, -3.2435], [-3.1864, -1.1213, 2.5365], [-1.6903, 1.2040, 0.8122], [0.2404, 6.5855, -3.3773], [0.8703, 2.8073, -5.0628], [-5.3629, 4.7785, 3.3482], [1.7565, -9.2716, -3.4245], [-2.9150, -3.3816, -5.0003], [-2.5732, -1.1756, -8.0750], [3.3730, 2.6204, 2.4394], [-0.8707, 0.0302, 6.2099], [-6.7859, 3.5632, 2.5261]],
  "lowdin_charge": [-0.06, -0.07, -0.05, -0.03, -0.07, -0.03, -0.02, -0.05, -0.04, -0.04, -0.04, 0.02, -0.01, -0.04, -0.07, -0.03, -0.05, -0.09, -0.06, -0.03, -0.10, -0.06, -0.15, -0.14, -0.03, -0.02, -0.15, -0.17, -0.04, -0.19, -0.02, 0.01, -0.01, -0.01, -0.49, -0.04, -0.16, -0.17, -0.16, -0.13, -0.17, -0.15, -0.14, -0.03, -0.01, -0.02, -0.01, -0.03, -0.15, -0.13, -0.52, -0.53, -0.58, -0.02, -0.14, -0.15, -0.55, -0.15, -0.03, -0.04, -0.02, -0.48, -0.02, -0.01, -0.05, -0.06, -0.16, -0.52, -0.07, -0.02, 0.00, -0.16, -0.02, -0.48, -0.01, -0.16, -0.55, -0.51, -0.48, -0.02, 0.00, -0.15, 0.00, -0.05, -0.17, -0.17, -0.20, -0.15, -0.46, -0.17, -0.05, -0.17, -0.04, -0.16, -0.17, -0.50, -0.16, -0.05, -0.03, -0.02, -0.03, -0.01, -0.53, -0.50, -0.18, -0.05, -0.56, -0.51, -0.15, -0.15, -0.02, -0.50, -0.01, -0.01, -0.05, -0.50, -0.53, -0.48, -0.02, -0.49, -0.04, 0.12, 0.13, 0.07, 0.08, 0.05, 0.08, 0.08, 0.08, 0.07, 0.07, 0.08, 0.05, 0.12, 0.13, 0.05, 0.09, 0.09, 0.09, 0.08, 0.09, 0.06, 0.07, 0.06, 0.11, 0.10, 0.09, 0.05, 0.10, 0.09, 0.08, 0.06, 0.08, 0.11, 0.09, 0.09, 0.06, 0.06, 0.13, 0.07, 0.09, 0.07, 0.10, 0.08, 0.08, 0.08, 0.12, 0.10, 0.08, 0.09, 0.05, 0.14, 0.13, 0.11, 0.08, 0.09, 0.10, 0.04, 0.11, 0.12, 0.08, 0.09, 0.08, 0.10, 0.13, 0.09, 0.09, 0.10, 0.13, 0.08, 0.09, 0.09, 0.07, 0.10, 0.10, 0.09, 0.13, 0.12, 0.07, 0.07, 0.06, 0.08, 0.13, 0.10, 0.10, 0.10, 0.07, 0.11, 0.10, 0.06, 0.12, 0.08, 0.10, 0.10, 0.08, 0.08, 0.11, 0.09, 0.08, 0.09, 0.12, 0.08, 0.05, 0.06, 0.08, 0.05, 0.10, 0.07, 0.07, 0.07, 0.11, 0.07, 0.06, 0.08, 0.06, 0.08, 0.14, 0.09, 0.06, 0.14, 0.11, 0.10, 0.11, 0.11, 0.13, 0.11, 0.12, 0.05, 0.08, 0.07, 0.07, 0.06, 0.08, 0.09, 0.12, 0.09, 0.13, 0.07, 0.09, 0.12, 0.11, 0.06, 0.05, 0.08, 0.09, 0.14, 0.07, 0.07, 0.13, 0.09, 0.10, 0.12, 0.07, 0.13, 0.10, 0.06, 0.08, 0.12, 0.09, 0.15, 0.06, 0.09, 0.09, 0.10, 0.05, 0.11, 0.08, 0.09, 0.10, 0.07, 0.11, 0.07, 0.09, 0.12, 0.10, 0.09, 0.12, 0.07, 0.07, 0.10, 0.09, 0.08, 0.08, 0.10, 0.09, 0.10, 0.05, 0.09, 0.10, 0.10, 0.08, 0.10, 0.11, 0.10, 0.10, 0.07, 0.12, 0.09, 0.07, 0.05, 0.05, 0.06, 0.10, 0.06, 0.08, 0.10, 0.09, 0.06, 0.10, 0.10]
}